1.
{
  "formula": "C4H12N2",
  "method": "ωB97M-V/def2-TZVPD",
  "symbols": ["C", "C", "N", "H", "H", "H", "H", "H", "H", "H", "C", "C", "N", "H", "H", "H", "H", "H"],
  "xyz": [[-2.454, -0.142, -0.763], [-1.764, 0.614, 0.357], [-1.067, -0.332, 1.224], [-1.695, -0.532, -1.440], [-3.182, 0.474, -1.290], [-3.019, -0.975, -0.347], [-2.487, 1.148, 0.975], [-1.089, 1.369, -0.068], [-0.418, -0.919, 0.702], [-0.539, 0.150, 1.941], [2.021, -0.165, -1.314], [2.029, 0.301, -0.068], [2.310, -0.400, 1.103], [2.595, -1.033, -1.603], [1.618, 0.455, -2.098], [1.655, 1.315, 0.063], [2.563, -1.346, 0.841], [2.923, 0.019, 1.783]],
  "forces_ev_per_a": [[-0.19, 0.03, 0.31], [0.15, -0.12, 0.11], [-0.02, -0.21, 0.08], [-0.14, -0.05, -0.24], [0.24, 0.13, -0.22], [0.10, -0.12, 0.05], [-0.11, 0.02, -0.02], [-0.03, 0.07, -0.09], [-0.11, 0.35, 0.11], [0.08, -0.10, -0.10], [0.63, 0.14, 0.06], [-0.58, 0.84, 0.01], [0.01, -0.57, -0.83], [-0.37, -0.46, 0.02], [0.05, 0.04, -0.10], [-0.05, -0.10, 0.34], [0.28, 0.01, 0.56], [0.05, 0.10, -0.06]],
  "mulliken_charge": [-1.15, -0.12, -0.67, 0.27, 0.35, 0.30, 0.36, 0.18, 0.25, 0.23, -0.79, -0.05, -0.42, 0.27, 0.25, 0.31, 0.21, 0.22],
  "spin_multiplicity": 1,
  "e_above_lowest_kj_mol": 106.44,
  "smiles": "C=CN.CCN",
  "homo_lumo_gap_ha": 0.3586,
  "lumo_energy_ev": 1.03
}

2.
{
  "formula": "C4H12N2",
  "method": "ωB97M-V/def2-TZVPD",
  "symbols": ["C", "C", "C", "N", "C", "N", "H", "H", "H", "H", "H", "H", "H", "H", "H", "H", "H", "H"],
  "xyz": [[-0.049, 1.035, -1.582], [0.252, 0.793, -0.057], [1.705, 1.333, 0.090], [0.142, -0.609, 0.308], [-1.227, -1.215, 0.394], [-1.450, -2.405, 1.310], [0.163, 2.098, -1.768], [0.612, 0.372, -2.194], [-1.122, 0.780, -1.840], [-0.511, 1.233, 0.715], [2.166, 1.028, 1.115], [2.256, 0.714, -0.634], [1.748, 2.351, -0.099], [0.592, -0.714, 1.197], [-1.852, -0.283, 0.741], [-1.666, -1.519, -0.692], [-0.961, -2.027, 2.180], [-0.798, -2.965, 0.815]],
  "forces_ev_per_a": [[-1.22, -0.66, 0.87], [-1.13, 0.57, 0.28], [-0.23, -4.19, 2.23], [0.35, -2.18, -0.73], [-2.43, 2.38, -1.46], [1.50, 3.84, -0.02], [-0.24, -0.39, -0.33], [-0.43, 0.60, 0.56], [1.18, 0.46, 0.20], [1.12, 0.65, -1.76], [-0.81, 0.91, -1.53], [0.19, 0.62, 0.06], [0.27, 1.86, -0.27], [0.24, -0.27, 0.55], [0.26, -1.87, -0.43], [1.31, 0.73, 2.49], [-0.78, -1.34, -1.05], [0.85, -1.74, 0.33]],
  "mulliken_charge": [-1.28, 0.27, -1.30, -0.46, -0.44, -0.58, 0.40, 0.35, 0.30, 0.36, 0.30, 0.33, 0.42, 0.21, 0.32, 0.19, 0.29, 0.33],
  "spin_multiplicity": 1,
  "e_above_lowest_kj_mol": 169.18,
  "smiles": "CC(C)NCN",
  "homo_lumo_gap_ha": 0.3619,
  "lumo_energy_ev": 1.09
}

> Which formula does entry 1 have?

C4H12N2